ORCA calculation (ωB97M-V/def2-TZVPD) on a cluster of 6 separate species, C47H80ClN5O4Si in total.

The value obtained for the strongest force on any atom is 2.12 eV/A. The SMILES is C=CC(=O)OCCCCCC[Si@@H](Cl)CCOCCOc1ccc(C(C)(C)CC(C)(C)C)cc1.CCCC#N.CCCC#N.CCCC#N.CCCC#N.CCCC#N. Its total energy is -86074.6984 eV. The calculation puts the gap between HOMO and LUMO at 8.24 eV.

Each line ends with the Mulliken charge.
Positions of all 138 atoms, in Å:
C (2.1393, 6.1485, 1.4059)  -0.70
C (3.0899, 6.9246, 0.8183)  -0.22
C (4.5571, 6.6615, 0.9600)  0.58
O (5.2827, 7.1240, 1.7976)  -0.54
O (5.0597, 5.8636, -0.0177)  -0.26
C (4.5955, 4.4925, -0.0251)  -0.35
C (5.1581, 3.8148, -1.2666)  -0.63
C (5.5351, 2.3312, -0.9994)  -0.70
C (4.5933, 1.3854, -1.7340)  -1.10
C (4.7053, -0.0757, -1.2945)  -0.21
C (4.2760, -0.2649, 0.1822)  -0.72
Si (2.6865, -1.2235, 0.3295)  0.39
Cl (2.8438, -3.1213, -0.5062)  -0.27
C (2.0489, -1.2869, 2.1062)  -0.56
C (0.5247, -1.2650, 2.1077)  -0.51
O (0.0349, -0.8579, 3.3670)  -0.36
C (-1.3720, -1.0341, 3.4323)  -0.52
C (-1.9397, -0.3795, 4.6745)  0.05
O (-2.4700, 0.9162, 4.4688)  -0.60
C (-3.5630, 1.0093, 3.6551)  0.52
C (-3.8004, 2.2472, 3.0672)  -1.40
C (-4.8721, 2.4238, 2.2132)  -0.25
C (-5.7689, 1.3971, 1.9031)  -0.52
C (-6.9368, 1.5999, 0.9058)  3.78
C (-8.0161, 0.5564, 1.2843)  -2.25
C (-6.3271, 1.3256, -0.4867)  -1.08
C (-7.5587, 3.0044, 1.1105)  -2.19
C (-8.3331, 3.6717, -0.0573)  2.77
C (-7.4133, 4.4472, -1.0285)  -1.81
C (-9.2972, 2.7601, -0.8211)  -2.10
C (-9.2251, 4.7668, 0.6034)  -1.91
C (-5.5146, 0.1691, 2.5058)  -0.55
C (-4.4426, -0.0241, 3.3708)  -0.33
H (2.0765, 6.0320, 2.4853)  0.28
H (1.3931, 5.6304, 0.8071)  0.32
H (2.8187, 7.7785, 0.1979)  0.32
H (4.9646, 4.0201, 0.8876)  0.30
H (3.5059, 4.4658, -0.0124)  0.12
H (6.0607, 4.3359, -1.5761)  0.35
H (4.4261, 3.8306, -2.0723)  0.39
H (5.5104, 2.1743, 0.0816)  0.54
H (6.5545, 2.1362, -1.3287)  0.34
H (3.5439, 1.6870, -1.6519)  0.38
H (4.8644, 1.4230, -2.7918)  0.28
H (4.1329, -0.7225, -1.9628)  0.23
H (5.7474, -0.3936, -1.3757)  0.27
H (5.0303, -0.7974, 0.7683)  0.41
H (4.1040, 0.6807, 0.7020)  0.32
H (1.6458, -0.5036, -0.4417)  -0.16
H (2.3667, -2.2489, 2.5145)  0.31
H (2.4763, -0.4532, 2.6617)  0.37
H (0.1545, -0.5954, 1.3201)  0.28
H (0.1430, -2.2659, 1.8622)  0.28
H (-1.5916, -2.1113, 3.4638)  0.34
H (-1.8402, -0.6631, 2.5140)  0.46
H (-1.1367, -0.2891, 5.4061)  0.35
H (-2.6688, -1.0501, 5.1328)  -0.17
H (-3.1160, 3.0514, 3.3058)  0.43
H (-4.9932, 3.4100, 1.7851)  0.33
H (-8.0899, 0.4743, 2.3673)  0.47
H (-7.7608, -0.4012, 0.8346)  0.41
H (-9.0026, 0.8424, 0.9245)  0.32
H (-5.2561, 1.5321, -0.4597)  0.42
H (-6.7462, 1.9254, -1.2875)  -0.27
H (-6.4239, 0.2710, -0.7488)  0.39
H (-6.8330, 3.7394, 1.4534)  0.30
H (-8.2699, 2.9062, 1.9338)  0.40
H (-7.1156, 3.8565, -1.8939)  0.33
H (-7.9890, 5.2931, -1.4109)  0.55
H (-6.5553, 4.8543, -0.4949)  0.31
H (-9.7608, 3.3571, -1.6126)  0.60
H (-8.8315, 1.9024, -1.3030)  0.26
H (-10.1142, 2.4334, -0.1760)  0.40
H (-8.6961, 5.7114, 0.7194)  0.40
H (-9.6070, 4.4443, 1.5730)  0.44
H (-10.1074, 4.9085, -0.0241)  0.44
H (-6.1334, -0.6962, 2.3165)  0.34
H (-4.3104, -0.9987, 3.8220)  0.28
C (-1.1660, -1.1784, 8.8865)  -1.07
C (-2.0203, -2.2482, 9.5571)  -0.43
C (-2.7361, -3.1540, 8.5479)  -0.44
C (-3.6357, -2.3796, 7.6921)  0.26
N (-4.3408, -1.7729, 7.0221)  -0.44
H (-1.7754, -0.5023, 8.2847)  0.29
H (-0.6512, -0.5760, 9.6343)  0.36
H (-0.4109, -1.6274, 8.2378)  0.28
H (-2.7585, -1.7705, 10.2034)  0.30
H (-1.3903, -2.8693, 10.1961)  0.31
H (-3.3238, -3.9139, 9.0638)  0.31
H (-2.0098, -3.6647, 7.9131)  0.28
C (6.1458, -5.2726, -5.0896)  -1.41
C (5.9230, -4.9923, -3.6087)  -0.32
C (5.0055, -3.7915, -3.3534)  0.16
C (5.5671, -2.5598, -3.9078)  0.17
N (5.9968, -1.5724, -4.3027)  -0.44
H (6.6442, -4.4363, -5.5824)  0.35
H (6.7769, -6.1512, -5.2187)  0.39
H (5.1995, -5.4571, -5.6024)  0.30
H (6.8885, -4.8239, -3.1277)  0.33
H (5.4803, -5.8711, -3.1385)  0.22
H (4.8673, -3.6372, -2.2831)  -0.24
H (4.0235, -3.9592, -3.7992)  0.41
C (-7.2876, 0.6543, -4.2552)  -0.66
C (-7.3341, -0.7884, -4.7429)  -0.52
C (-8.5104, -1.5761, -4.1554)  -0.53
C (-8.4363, -1.6453, -2.6945)  0.34
N (-8.3781, -1.6993, -1.5507)  -0.42
H (-7.1467, 0.7021, -3.1753)  -0.11
H (-6.4575, 1.1883, -4.7178)  0.39
H (-8.2095, 1.1842, -4.5041)  0.32
H (-6.3982, -1.2888, -4.4876)  0.30
H (-7.4169, -0.8014, -5.8310)  0.32
H (-8.5171, -2.5956, -4.5424)  0.30
H (-9.4566, -1.1064, -4.4294)  0.28
C (5.9182, -6.7498, -0.0877)  -0.91
C (6.9989, -7.4341, 0.7387)  -0.49
C (8.3818, -6.8107, 0.5148)  -0.43
C (8.7800, -6.9152, -0.8905)  0.27
N (9.0917, -6.9967, -1.9907)  -0.43
H (6.1183, -6.8561, -1.1542)  0.13
H (4.9413, -7.1912, 0.1090)  0.38
H (5.8605, -5.6844, 0.1466)  0.29
H (7.0304, -8.4955, 0.4869)  0.31
H (6.7502, -7.3661, 1.7990)  0.32
H (9.1328, -7.3124, 1.1254)  0.31
H (8.3739, -5.7553, 0.7923)  0.27
C (8.4040, 2.3404, -7.4211)  -1.15
C (8.4603, 1.0562, -6.6011)  -0.55
C (7.2433, 0.8702, -5.6858)  -0.23
C (7.1421, 1.9672, -4.7235)  0.34
N (7.0625, 2.8260, -3.9673)  -0.45
H (8.4027, 3.2220, -6.7785)  0.34
H (9.2710, 2.4158, -8.0779)  0.34
H (7.5072, 2.3699, -8.0432)  0.29
H (9.3705, 1.0538, -5.9983)  0.32
H (8.5194, 0.1997, -7.2750)  0.34
H (7.3143, -0.0617, -5.1305)  0.20
H (6.3244, 0.8367, -6.2733)  0.33

ORCA calculation (ωB97M-V/def2-TZVPD) on a cluster of 6 separate species, C36H83BFN4O15S in total.

The value obtained for the strongest force on any atom is 1.15 eV/A. Its total charge is +1. Its total energy is -89568.2285 eV. The calculation puts the gap between HOMO and LUMO at 7.58 eV.

Each line ends with the Mulliken charge.
Positions of all 141 atoms, in Å:
C (2.5063, 0.2897, 6.2776)  -1.41
C (2.6239, 1.0792, 4.9657)  0.01
B (1.4077, 2.0395, 4.6681)  0.07
O (0.2402, 1.9026, 5.3868)  -0.65
C (1.4455, 3.2716, 3.6108)  -0.90
C (2.7892, 3.9860, 3.5151)  0.09
C (3.4832, 4.4477, 4.7814)  -0.69
C (3.8589, 5.9277, 4.7299)  -0.03
O (3.8700, 6.5187, 3.6993)  -0.51
N (4.1965, 6.5570, 5.9604)  0.04
C (5.2364, 5.8356, 6.6906)  -0.93
C (3.0010, 6.7225, 6.7947)  -1.00
N (3.5210, 3.0796, 2.6093)  -0.51
C (2.5625, 2.5725, 1.7678)  0.18
N (2.9618, 1.9634, 0.6674)  0.05
C (2.1580, 1.3919, -0.4246)  -0.66
C (3.0688, 1.0282, -1.6083)  -0.52
C (2.8428, -0.3933, -2.1080)  -1.14
C (3.4445, -1.4863, -1.2184)  -0.55
S (5.2099, -1.5181, -0.9958)  1.24
O (5.5130, -1.0946, 0.3460)  -0.64
O (5.6995, -2.7691, -1.4689)  -0.62
O (5.7131, -0.3784, -1.9862)  -0.49
N (1.3034, 2.8775, 2.1748)  0.11
C (0.1292, 2.0421, 1.8663)  -0.18
C (-1.1950, 2.7468, 2.2125)  -0.98
C (-2.0556, 2.0714, 3.2732)  -0.17
F (-3.3875, 2.2001, 2.9155)  -0.33
H (2.4903, 0.9744, 7.1242)  0.31
H (1.6171, -0.3369, 6.2929)  0.31
H (3.3844, -0.3427, 6.4052)  0.41
H (3.5103, 1.7209, 5.0468)  0.09
H (2.8313, 0.4071, 4.1230)  0.36
H (-0.1768, 1.0410, 5.2549)  0.32
H (0.6748, 3.9656, 3.9526)  0.55
H (2.5926, 4.8722, 2.9070)  0.59
H (2.8815, 4.2729, 5.6770)  0.48
H (4.4119, 3.8894, 4.9275)  0.44
H (5.4674, 6.3944, 7.5960)  0.34
H (4.9311, 4.8281, 7.0069)  0.34
H (6.1399, 5.7728, 6.0863)  0.34
H (2.1122, 6.9454, 6.2075)  0.36
H (3.1521, 7.5219, 7.5171)  0.36
H (2.7959, 5.8144, 7.3830)  0.28
H (4.1495, 2.3926, 3.0058)  0.47
H (3.9638, 1.9032, 0.5623)  0.33
H (1.7043, 0.4711, -0.0503)  0.49
H (1.3768, 2.0870, -0.7159)  0.49
H (4.1100, 1.2034, -1.3526)  0.24
H (2.8494, 1.7077, -2.4341)  0.23
H (1.7780, -0.6182, -2.1998)  0.47
H (3.2492, -0.5040, -3.1135)  0.42
H (2.9841, -1.4827, -0.2303)  0.39
H (3.2262, -2.4562, -1.6662)  0.29
H (6.4266, 0.0944, -1.5265)  0.35
H (0.2095, 1.0573, 2.3389)  0.44
H (0.0986, 1.8715, 0.7993)  0.33
H (-1.8093, 2.7735, 1.3116)  0.45
H (-1.0102, 3.7903, 2.4651)  0.41
H (-1.9536, 2.5612, 4.2411)  0.19
H (-1.8279, 1.0071, 3.3746)  0.19
C (3.4869, 0.8579, -6.5359)  -0.88
O (3.3825, 1.9159, -5.5960)  -0.21
C (4.2577, 3.0008, -5.8693)  -0.46
C (3.5637, 4.1370, -6.5884)  -0.64
O (3.1124, 3.7592, -7.8738)  -0.38
C (1.7358, 3.4329, -7.9311)  -0.68
H (2.6000, 0.2347, -6.4271)  0.20
H (3.5328, 1.2328, -7.5594)  0.48
H (4.3746, 0.2484, -6.3363)  0.29
H (5.1183, 2.6579, -6.4514)  0.37
H (4.6280, 3.3704, -4.9075)  0.36
H (4.2819, 4.9514, -6.7218)  0.40
H (2.7323, 4.5166, -5.9844)  0.31
H (1.1225, 4.3401, -7.9304)  0.33
H (1.4358, 2.7960, -7.0954)  0.26
H (1.5665, 2.8973, -8.8632)  0.25
C (1.2107, -4.5108, -2.9326)  -0.89
O (1.0620, -3.3158, -3.6837)  -0.14
C (0.6899, -3.5434, -5.0367)  -0.61
C (-0.7958, -3.3727, -5.2633)  -0.57
O (-1.5588, -4.3310, -4.5547)  -0.29
C (-2.1114, -3.8500, -3.3442)  -0.86
H (1.1962, -4.2404, -1.8765)  0.20
H (0.3978, -5.2120, -3.1265)  0.44
H (2.1658, -4.9953, -3.1600)  0.30
H (1.0071, -4.5408, -5.3543)  0.36
H (1.2247, -2.8102, -5.6478)  0.38
H (-1.0009, -3.5157, -6.3282)  0.38
H (-1.1075, -2.3577, -4.9937)  0.34
H (-2.9902, -3.2267, -3.5403)  0.37
H (-1.3814, -3.2700, -2.7731)  0.36
H (-2.4222, -4.7112, -2.7558)  0.24
C (-4.7051, -5.2572, -5.1184)  -0.80
O (-5.3152, -5.6901, -3.9149)  -0.29
C (-6.6252, -5.1826, -3.7235)  -0.56
C (-7.6936, -6.1720, -4.1355)  -0.32
O (-7.6685, -6.4513, -5.5216)  -0.41
C (-6.9845, -7.6527, -5.8433)  -0.56
H (-3.8553, -5.9084, -5.3117)  0.26
H (-5.3951, -5.3077, -5.9632)  0.43
H (-4.3422, -4.2303, -5.0137)  0.27
H (-6.7560, -4.2420, -4.2692)  0.34
H (-6.7366, -4.9718, -2.6550)  0.40
H (-8.6735, -5.7394, -3.9103)  0.40
H (-7.5916, -7.0962, -3.5557)  0.06
H (-7.6079, -8.5204, -5.6121)  0.23
H (-6.0426, -7.7440, -5.3005)  0.25
H (-6.7798, -7.6370, -6.9128)  0.32
C (-7.2686, -11.2689, -4.0020)  -0.92
O (-6.3225, -10.2194, -3.8958)  -0.29
C (-6.0007, -9.8709, -2.5610)  -0.17
C (-4.7070, -10.5027, -2.0965)  -0.74
O (-4.7846, -11.9153, -2.0446)  -0.38
C (-4.2232, -12.5614, -3.1727)  -0.68
H (-7.2242, -11.6471, -5.0221)  0.24
H (-7.0472, -12.0841, -3.3104)  0.44
H (-8.2811, -10.8984, -3.8075)  0.32
H (-6.8179, -10.1443, -1.8853)  0.36
H (-5.8848, -8.7818, -2.5297)  0.20
H (-4.4935, -10.1522, -1.0819)  0.39
H (-3.8822, -10.1866, -2.7438)  0.35
H (-3.1296, -12.5700, -3.1098)  0.32
H (-4.5247, -12.0802, -4.1057)  0.27
H (-4.5819, -13.5891, -3.1720)  0.25
C (-0.4241, 11.3357, 7.1143)  -0.68
O (-1.4247, 10.5772, 7.7705)  -0.37
C (-1.4283, 9.2068, 7.4257)  -0.52
C (-0.7194, 8.3531, 8.4551)  -0.49
O (0.6634, 8.6557, 8.5482)  -0.23
C (0.9825, 9.5147, 9.6322)  -0.86
H (-0.3224, 12.2759, 7.6529)  0.25
H (0.5390, 10.8205, 7.1135)  0.26
H (-0.7176, 11.5517, 6.0817)  0.32
H (-0.9781, 9.0581, 6.4376)  0.30
H (-2.4736, 8.8874, 7.3712)  0.38
H (-0.8028, 7.3030, 8.1551)  0.36
H (-1.2013, 8.4623, 9.4312)  0.35
H (0.9932, 8.9587, 10.5754)  0.32
H (0.2752, 10.3418, 9.7107)  0.39
H (1.9778, 9.9165, 9.4495)  0.24

ORCA calculation (ωB97M-V/def2-TZVPD) on a cluster of 2 separate species, C8H14BrN2O in total.

The value obtained for the strongest force on any atom is 4.98 eV/A. Its total charge is +1. Its total energy is -83584.6481 eV. The calculation puts the gap between HOMO and LUMO at 11.14 eV.

Each line ends with the Mulliken charge.
Positions of all 26 atoms, in Å:
C (1.9465, -3.3535, 0.2364)  0.29
C (-0.5634, 2.2939, 0.5710)  -0.85
C (0.9759, 1.9826, 1.0012)  -0.75
C (-0.3624, 0.0938, 1.3362)  -0.91
C (0.8969, 0.1477, -0.6968)  -0.54
C (-1.1155, 0.9232, 0.2857)  0.38
C (-0.5914, 0.3892, -1.0553)  0.14
C (-1.2356, -0.9092, -1.6462)  -0.89
N (2.2051, -2.2272, 0.0988)  -0.53
N (0.9563, 0.4601, 0.8255)  -0.04
O (-1.0482, -1.9452, -0.7456)  -0.50
Br (1.1837, -4.9697, 0.3386)  0.10
H (-0.9775, 2.7669, 1.4886)  0.30
H (-0.7297, 3.0382, -0.1833)  0.41
H (1.5993, 2.5380, 0.3731)  0.33
H (1.1612, 2.0814, 1.9878)  0.51
H (-0.6471, 0.4713, 2.2770)  0.46
H (-0.4707, -0.9700, 1.2482)  0.34
H (1.0443, -0.9474, -0.8370)  0.25
H (1.7156, 0.6667, -1.3665)  0.27
H (-2.2774, 0.9881, 0.3978)  0.31
H (-0.7907, 1.2131, -1.7706)  0.41
H (-0.7171, -1.1490, -2.5371)  0.42
H (-2.3471, -0.8520, -1.9804)  0.41
H (-1.5730, -2.8241, -0.9772)  0.34
H (1.7620, 0.0930, 1.3299)  0.35